DFT (wB97M-V/def2-TZVPD) results for one molecule with the formula C2H5N5O in a non-equilibrium geometry.

```
13
Properties=species:S:1:pos:R:3:mulliken_charge:R:1
H 0.155 -0.742 2.959 0.27
N 0.624 -1.345 2.175 -0.61
C 0.217 -0.829 1.008 0.25
N 0.496 -1.476 -0.269 -0.53
C 0.134 -0.576 -1.089 0.57
N 0.138 -0.390 -2.378 -0.38
N -0.514 0.707 -0.456 -0.42
N -0.064 0.641 0.903 0.17
O -0.894 1.250 1.812 -0.49
H -0.148 0.364 -3.034 0.25
H 0.503 -1.079 -3.144 0.28
H 0.135 1.467 -0.838 0.30
H -0.782 2.009 2.350 0.35
```

- Energy: -11648.199 eV
- Structure (SMILES): [H]/N=c1/nc(N)[nH]n1O
- Gap between HOMO and LUMO: 8.92 eV
- Relative energy (zero: lowest compared OMol25 entry of this formula, charge and spin): 419.3 kJ/mol
- Net charge: 0